(1)
{"formula": "C3H3F", "method": "wB97M-V/def2-TZVPD", "symbols": ["C", "C", "C", "F", "H", "H", "H"], "positions_angstrom": [[-0.05312, -0.33659, -0.18285], [-2.05169, 1.10615, -0.55659], [1.15982, -0.50479, 0.32002], [-1.90750, 2.22337, 0.01285], [-0.45806, -1.10899, -0.74258], [1.59306, -1.47794, 0.04814], [1.71747, 0.09878, 1.10100]], "atomic_forces_ev_per_a": [[2.1, 0.3, 1.2], [0.3, -1.0, -0.3], [-0.3, 0.8, 1.2], [0.1, 0.8, 0.4], [-1.5, -0.8, -1.3], [0.1, 0.4, 0.1], [-0.8, -0.5, -1.3]], "lowdin_spin": [0.665, 0.914, 0.082, 0.251, 0.047, 0.031, 0.010], "spin_multiplicity": 3, "e_lumo_ev": [0.54, -1.36], "charge": 0, "e_homo_ev": [-7.883, -10.523], "e_above_lowest_kcal_mol": 58.81, "s_squared": 2.016, "mol_weight_g_mol": 58.06, "homo_lumo_gap_ev": [8.42, 9.16]}

(2)
{"formula": "C3H3F2NO", "method": "wB97M-V/def2-TZVPD", "symbols": ["C", "C", "C", "N", "O", "F", "F", "H", "H", "H"], "positions_angstrom": [[-1.43607, 0.17561, 0.17867], [0.68804, 0.61083, -0.43478], [0.49131, -0.74259, 0.32951], [-0.86611, -0.94351, 0.48454], [-0.67094, 1.20645, -0.22758], [-2.76611, 0.38622, 0.11805], [1.04124, -1.76459, -0.38337], [1.44897, 1.16394, 0.18342], [0.95613, 0.56362, -1.50133], [1.11355, -0.65598, 1.25288]], "atomic_forces_ev_per_a": [[0.6, -1.4, -0.4], [-0.3, 0.2, 1.8], [2.5, 1.1, -0.3], [-3.2, 1.6, 0.3], [0.1, -0.2, -0.4], [2.3, -0.2, 0.3], [0.3, -0.6, -0.5], [-1.0, 0.1, -1.1], [-0.4, -0.1, 0.5], [-0.9, -0.5, -0.2]], "lowdin_charge": [-0.387, -0.006, -0.414, 0.188, 0.031, 0.145, 0.019, 0.135, 0.133, 0.157], "spin_multiplicity": 1, "e_lumo_ev": 0.77, "charge": 0, "e_homo_ev": -10.581, "e_above_lowest_kcal_mol": 7.66, "mol_weight_g_mol": 107.06, "homo_lumo_gap_ev": 11.35}